60
Properties=species:S:1:pos:R:3:lowdin_charge:R:1 method="wB97M-V/def2-TZVPD" relative_energy_kj_mol=540.5 homo_ev=-7.646 homo_lumo_gap_ev=6.851
C -0.925 -3.504 0.063 -0.013
C -1.003 -2.032 -0.240 -0.266
N 0.016 -1.290 -0.493 0.090
N 1.255 -1.810 -0.512 0.039
C 2.324 -1.045 -0.799 -0.132
C 2.147 0.323 -1.114 0.015
C 3.213 1.127 -1.408 -0.034
C 4.505 0.598 -1.413 -0.278
S 5.904 1.661 -1.760 0.663
O 6.635 1.176 -2.890 -0.281
O 5.448 3.017 -1.768 -0.280
N 6.909 1.395 -0.445 -0.055
C 6.375 1.255 0.834 -0.315
C 6.913 0.343 1.737 -0.029
C 6.363 0.212 2.999 -0.084
C 5.269 0.976 3.369 -0.096
C 4.737 1.888 2.471 -0.071
C 5.284 2.034 1.211 -0.037
C 4.720 -0.719 -1.119 0.027
C 3.649 -1.560 -0.798 -0.072
N 3.957 -2.900 -0.463 -0.338
O 5.126 -3.233 -0.421 0.084
O 3.035 -3.677 -0.217 0.049
C -2.297 -1.367 -0.265 -0.190
C -2.376 0.023 -0.114 -0.023
C -3.580 0.680 -0.141 -0.012
C -4.786 -0.014 -0.337 -0.216
N -5.990 0.649 -0.309 -0.102
C -6.158 1.965 -0.891 -0.128
C -7.165 2.763 -0.060 -0.190
O -8.402 2.092 0.004 -0.129
C -8.241 0.815 0.571 -0.192
C -7.253 -0.050 -0.224 -0.141
C -4.703 -1.403 -0.502 -0.019
C -3.493 -2.060 -0.461 -0.033
H -0.065 -3.725 0.696 0.081
H -0.819 -4.075 -0.860 0.100
H -1.817 -3.838 0.582 0.076
H 1.431 -2.800 -0.314 0.107
H 1.137 0.696 -1.112 0.104
H 3.089 2.173 -1.641 0.120
H 7.675 0.780 -0.670 0.119
H 7.761 -0.260 1.447 0.113
H 6.787 -0.498 3.693 0.104
H 4.838 0.865 4.352 0.099
H 3.889 2.493 2.756 0.106
H 4.891 2.754 0.512 0.100
H 5.715 -1.136 -1.131 0.132
H -1.464 0.573 0.051 0.105
H -3.592 1.747 0.020 0.103
H -5.210 2.494 -0.938 0.112
H -6.554 1.865 -1.914 0.136
H -7.365 3.732 -0.519 0.127
H -6.767 2.913 0.955 0.130
H -7.878 0.910 1.606 0.130
H -9.230 0.355 0.577 0.127
H -7.666 -0.247 -1.225 0.136
H -7.124 -0.993 0.307 0.119
H -5.592 -1.982 -0.695 0.100
H -3.484 -3.126 -0.628 0.108


56
Properties=species:S:1:pos:R:3:lowdin_charge:R:1 method="wB97M-V/def2-TZVPD" relative_energy_kj_mol=0.0 smiles=c1ccc(Cn2nnnc2[C@H](c2cccnc2)N2CCN(c3ccccc3)CC2)cc1 homo_ev=-7.648 homo_lumo_gap_ev=8.145
C -1.522 -3.783 -1.451 -0.083
C -1.652 -3.524 -0.097 -0.077
C -0.530 -3.271 0.671 -0.042
C 0.732 -3.266 0.087 -0.225
C 1.941 -2.947 0.933 -0.078
N 1.726 -1.747 1.696 -0.063
N 1.437 -1.786 3.001 0.043
N 1.243 -0.599 3.390 -0.026
N 1.387 0.264 2.393 0.091
C 1.687 -0.440 1.324 -0.264
C 1.903 0.081 -0.060 -0.200
C 3.131 0.966 -0.124 -0.148
C 3.250 1.933 -1.116 -0.020
C 4.400 2.699 -1.176 -0.051
C 5.400 2.458 -0.245 -0.152
N 5.304 1.532 0.692 0.066
C 4.200 0.810 0.751 -0.095
N 0.744 0.776 -0.601 -0.119
C 0.261 1.881 0.212 -0.151
C -0.783 2.673 -0.584 -0.134
N -1.890 1.822 -0.969 -0.098
C -2.966 1.653 -0.103 -0.226
C -3.545 2.774 0.505 -0.029
C -4.654 2.655 1.316 -0.092
C -5.235 1.418 1.543 -0.109
C -4.685 0.304 0.937 -0.094
C -3.568 0.413 0.130 -0.034
C -1.389 0.704 -1.733 -0.142
C -0.355 -0.107 -0.946 -0.151
C 0.857 -3.531 -1.269 -0.060
C -0.267 -3.794 -2.034 -0.084
H -2.398 -3.979 -2.051 0.104
H -2.628 -3.519 0.364 0.107
H -0.629 -3.073 1.729 0.114
H 2.114 -3.742 1.664 0.138
H 2.835 -2.831 0.314 0.131
H 2.081 -0.779 -0.723 0.152
H 2.443 2.071 -1.820 0.115
H 4.520 3.462 -1.930 0.101
H 6.321 3.026 -0.247 0.103
H 4.179 0.071 1.543 0.116
H 1.105 2.522 0.470 0.126
H -0.199 1.530 1.149 0.118
H -1.131 3.508 0.021 0.109
H -0.326 3.067 -1.498 0.124
H -3.134 3.755 0.325 0.103
H -5.075 3.540 1.771 0.102
H -6.103 1.327 2.177 0.096
H -5.124 -0.671 1.100 0.100
H -3.167 -0.488 -0.310 0.087
H -2.211 0.070 -2.062 0.118
H -0.897 1.114 -2.622 0.127
H 0.021 -0.923 -1.569 0.116
H -0.831 -0.542 -0.050 0.120
H 1.836 -3.535 -1.729 0.114
H -0.161 -4.001 -3.089 0.105


53
Properties=species:S:1:pos:R:3:lowdin_charge:R:1 method="wB97M-V/def2-TZVPD" relative_energy_kj_mol=0.0 smiles="CCc1ccc(OCCNC(=O)c2ccccc2SCc2ccccc2)cc1" homo_ev=-8.409 homo_lumo_gap_ev=9.044
C 6.283 0.854 -2.274 -0.097
C 6.333 1.197 -0.784 -0.218
C 5.070 0.757 -0.099 -0.259
C 4.961 -0.512 0.448 -0.035
C 3.788 -0.945 1.044 -0.019
C 2.688 -0.099 1.101 -0.268
O 1.487 -0.395 1.687 -0.070
C 1.172 -1.733 1.992 -0.169
C 0.914 -2.571 0.729 -0.135
N -0.071 -1.953 -0.125 0.068
C -1.395 -2.130 0.089 -0.479
O -1.833 -2.897 0.926 0.065
C -2.296 -1.395 -0.856 -0.153
C -3.410 -2.095 -1.310 -0.013
C -4.304 -1.522 -2.194 -0.065
C -4.101 -0.225 -2.633 -0.067
C -3.017 0.496 -2.165 -0.097
C -2.121 -0.078 -1.278 -0.465
S -0.822 0.976 -0.642 0.956
C -1.392 1.070 1.110 -0.361
C -2.865 1.290 1.149 -0.307
C -3.401 2.516 0.773 -0.056
C -4.770 2.699 0.735 -0.083
C -5.619 1.656 1.067 -0.091
C -5.092 0.433 1.444 -0.071
C -3.722 0.248 1.484 -0.038
C 2.788 1.178 0.549 -0.005
C 3.962 1.595 -0.040 -0.031
H 5.437 1.346 -2.747 0.073
H 6.174 -0.220 -2.412 0.073
H 7.196 1.176 -2.771 0.067
H 7.193 0.701 -0.329 0.108
H 6.459 2.275 -0.668 0.108
H 5.808 -1.182 0.415 0.116
H 3.753 -1.939 1.465 0.106
H 1.945 -2.205 2.610 0.122
H 0.250 -1.678 2.578 0.128
H 0.530 -3.548 1.032 0.128
H 1.834 -2.693 0.154 0.119
H 0.229 -1.165 -0.684 0.083
H -3.555 -3.103 -0.950 0.121
H -5.160 -2.084 -2.536 0.105
H -4.792 0.234 -3.323 0.106
H -2.861 1.518 -2.475 0.103
H -1.098 0.149 1.608 0.066
H -0.831 1.906 1.526 0.086
H -2.736 3.324 0.501 0.114
H -5.177 3.656 0.442 0.101
H -6.689 1.797 1.031 0.099
H -5.749 -0.384 1.703 0.105
H -3.318 -0.711 1.775 0.112
H 1.925 1.824 0.591 0.101
H 4.020 2.587 -0.462 0.116


68
Properties=species:S:1:pos:R:3:lowdin_charge:R:1 method="wB97M-V/def2-TZVPD" charge=-2 homo_ev="-2.102 / -2.103" homo_lumo_gap_ev="6.426 / 6.427"
Rh -0.045 0.207 -0.398 0.649
C 2.711 0.634 1.965 -0.222
Si 0.750 0.740 1.840 0.613
C 0.235 -0.174 3.466 -0.205
C 0.380 2.607 2.116 -0.304
C 0.917 3.303 3.188 -0.126
C 0.674 4.651 3.362 -0.119
C -0.126 5.333 2.443 -0.120
C -0.670 4.648 1.374 -0.123
C -0.435 3.293 1.194 -0.304
Si -1.177 2.321 -0.283 0.601
C -0.835 3.209 -1.983 -0.208
C -3.098 2.502 -0.107 -0.203
H 3.023 1.106 2.892 -0.005
H 3.198 1.166 1.156 -0.006
H 3.068 -0.391 1.972 -0.005
H 0.805 0.172 4.326 0.011
H 0.386 -1.241 3.341 -0.006
H -0.820 -0.034 3.671 0.017
H 1.539 2.782 3.904 0.086
H 1.107 5.185 4.198 0.082
H -0.308 6.392 2.565 0.082
H -1.285 5.177 0.659 0.091
H -1.421 4.121 -2.050 0.001
H -1.119 2.551 -2.798 0.015
H 0.212 3.465 -2.093 -0.012
H -3.404 3.543 -0.042 0.008
H -3.463 1.994 0.778 0.013
H -3.579 2.055 -0.971 0.013
O -4.139 -0.427 -0.540 -0.261
As -3.008 -1.159 -1.671 0.823
O -3.764 -1.127 -3.109 -0.506
O -1.603 -0.261 -1.782 -0.579
C -2.867 -2.994 -1.034 -0.211
C -3.308 -4.006 -1.885 -0.097
C -3.381 -5.316 -1.458 -0.101
C -3.021 -5.641 -0.144 -0.089
C -2.580 -4.637 0.701 -0.083
C -2.498 -3.334 0.259 -0.264
S -1.963 -2.182 1.513 0.456
O -0.682 -2.685 1.983 -0.337
O -3.014 -2.234 2.527 -0.327
O -1.917 -0.841 0.896 -0.438
H -3.592 -0.405 0.258 -0.018
H -3.602 -3.722 -2.889 0.094
H -3.741 -6.091 -2.123 0.089
H -3.089 -6.661 0.209 0.088
H -2.303 -4.823 1.729 0.109
F 1.561 -1.272 -2.959 0.058
C 2.198 -0.082 -2.764 -0.255
C 1.737 0.799 -1.807 -0.030
C 2.524 1.945 -1.635 -0.229
F 2.168 2.891 -0.709 0.043
C 3.725 2.173 -2.344 -0.139
F 4.514 3.251 -2.061 0.065
C 4.128 1.271 -3.306 -0.152
F 5.287 1.470 -3.998 0.066
C 3.357 0.136 -3.553 -0.132
F 3.741 -0.766 -4.508 0.059
C 2.157 -3.803 -0.319 0.010
C 2.044 -2.302 -0.287 -0.540
N 3.210 -1.597 -0.401 0.177
O 0.966 -1.757 -0.062 -0.077
H 3.090 -4.135 -0.770 0.067
H 1.308 -4.201 -0.868 0.090
H 2.097 -4.171 0.706 0.090
H 3.976 -2.013 -0.905 0.101
H 3.065 -0.607 -0.576 0.068


53
Properties=species:S:1:pos:R:3:lowdin_charge:R:1 method="wB97M-V/def2-TZVPD" charge=-1 homo_ev="-4.006 / -2.696" homo_lumo_gap_ev="6.520 / 3.463"
C 0.666 -1.546 1.848 -0.262
C -0.636 -1.925 1.441 -0.250
C -0.508 -2.709 0.250 -0.276
H -1.549 -1.719 1.998 0.076
C 0.869 -2.776 -0.084 -0.289
C 1.604 -2.049 0.907 -0.241
H 2.690 -1.951 0.968 0.077
H 0.885 -1.026 2.769 0.050
H -1.326 -3.218 -0.254 0.071
H 1.298 -3.345 -0.904 0.072
C -0.711 2.677 0.730 -0.270
C -0.449 1.779 1.814 -0.262
C 0.949 1.603 1.919 -0.259
H -1.179 1.347 2.498 0.076
C 1.568 2.352 0.880 -0.254
C 0.538 3.032 0.157 -0.293
H 0.696 3.737 -0.658 0.070
H -1.694 3.072 0.456 0.072
H 1.455 1.046 2.704 0.078
H 2.645 2.442 0.722 0.073
Ba 0.165 0.112 -0.844 1.968
O -0.193 -0.163 -3.078 -0.656
C -1.158 -0.806 -3.848 -0.330
C 0.022 -1.041 -4.738 -0.101
H -1.578 -1.709 -3.372 0.100
H -1.958 -0.208 -4.307 0.105
H 0.616 -1.918 -4.524 0.105
H 1.165 -1.878 -6.930 0.102
C 0.861 -0.830 -7.009 -0.065
C 0.307 -0.207 -5.857 -0.246
C -0.064 1.162 -5.936 -0.050
H -0.461 1.656 -5.041 0.107
C 0.087 1.853 -7.130 -0.118
H -0.196 2.903 -7.170 0.091
C 0.595 1.220 -8.271 -0.139
H 0.685 1.765 -9.207 0.081
C 0.974 -0.126 -8.203 -0.126
H 1.362 -0.636 -9.082 0.088
C -0.661 -2.567 4.836 -0.038
C -0.649 -1.219 5.405 -0.312
C -0.946 -0.913 6.786 -0.027
C -0.833 0.495 6.900 -0.027
C -0.467 0.967 5.584 -0.316
C -0.275 2.379 5.256 -0.034
N -0.359 -0.078 4.715 0.132
H -1.447 -2.687 4.080 0.081
H -0.852 -3.299 5.627 0.074
H 0.297 -2.824 4.366 0.090
H -1.198 -1.639 7.528 0.081
H -0.970 1.122 7.753 0.084
H -1.212 2.939 5.376 0.094
H 0.453 2.832 5.942 0.088
H 0.079 2.517 4.232 0.057


55
Properties=species:S:1:pos:R:3:lowdin_spin:R:1 method="wB97M-V/def2-TZVPD" relative_energy_kj_mol=9.6 charge=+2 homo_ev="-10.501 / -14.809" spin_multiplicity=6 homo_lumo_gap_ev="3.640 / 4.165"
C -0.319 -6.299 -1.767 0.414
C -1.687 -5.942 -2.119 0.074
C 0.736 -6.243 -2.771 0.077
C -0.015 -6.798 -0.434 0.075
Cl 0.231 -3.421 -0.995 0.278
H 0.735 -7.252 -3.233 0.032
H 1.751 -6.075 -2.376 0.008
H 0.571 -5.519 -3.584 0.006
H -2.138 -6.892 -2.472 0.030
H -1.785 -5.214 -2.940 0.006
H -2.305 -5.587 -1.277 0.007
H -0.157 -7.895 -0.515 0.031
H -0.690 -6.445 0.362 0.007
H 1.020 -6.633 -0.092 0.007
C -0.907 0.653 -1.742 0.220
C 0.064 -0.004 -2.515 0.162
C -0.297 -1.380 -2.571 0.093
H 0.913 0.435 -3.049 0.006
C -1.484 -1.550 -1.710 0.084
C -1.770 -0.292 -1.134 0.160
H -2.589 -0.093 -0.425 0.005
H -0.998 1.742 -1.623 0.009
H 0.208 -2.157 -3.155 0.003
H -2.026 -2.486 -1.530 0.002
C 0.474 -0.889 1.800 0.168
C 1.555 -0.080 1.321 0.221
C 2.367 -0.810 0.433 0.149
H 1.724 0.931 1.601 0.009
C 1.940 -2.179 0.522 0.115
C 0.722 -2.224 1.364 0.096
H 0.116 -3.091 1.568 0.002
H -0.355 -0.590 2.435 0.006
H 3.216 -0.470 -0.151 0.005
H 2.391 -2.995 -0.021 0.003
Ir 0.268 -1.302 -0.538 1.428
N -1.424 8.956 5.169 0.176
C -1.148 8.117 4.381 0.011
C -0.831 7.093 3.439 0.170
C -0.618 5.776 3.870 0.010
C -0.302 4.777 2.948 0.088
C -0.142 5.106 1.595 0.146
C -0.369 6.419 1.155 0.084
C -0.698 7.412 2.082 0.015
N 0.286 4.135 0.690 0.138
C 0.741 4.320 -0.623 -0.023
C 1.182 3.104 -1.059 0.086
N 0.985 2.166 -0.082 0.049
C 0.428 2.787 0.950 0.050
H -0.725 5.536 4.934 -0.002
H -0.138 3.757 3.294 0.002
H -0.263 6.660 0.096 0.002
H -0.879 8.435 1.740 -0.002
H 0.731 5.289 -1.108 -0.002
H 1.589 2.846 -2.028 0.003
H 0.117 2.356 1.892 0.000


55
Properties=species:S:1:pos:R:3:lowdin_charge:R:1 method="wB97M-V/def2-TZVPD" charge=+2 homo_ev=-13.450 homo_lumo_gap_ev=4.989
C 0.254 0.940 -5.257 -0.176
C 1.631 1.445 -5.218 0.011
C 0.009 -0.483 -5.531 0.009
C -0.870 1.880 -5.231 0.014
Cl 0.216 2.010 -0.517 0.199
H -0.015 -0.721 -6.611 0.153
H -0.961 -0.808 -5.130 0.107
H 0.798 -1.117 -5.102 0.111
H 2.018 1.725 -6.215 0.154
H 2.324 0.687 -4.826 0.111
H 1.698 2.349 -4.595 0.118
H -1.138 2.262 -6.234 0.155
H -0.631 2.760 -4.617 0.116
H -1.779 1.405 -4.834 0.112
C 1.978 -1.376 0.996 -0.105
C 1.135 -2.304 0.309 -0.108
C 0.877 -1.789 -0.992 -0.158
H 0.741 -3.244 0.693 0.129
C 1.568 -0.532 -1.118 -0.221
C 2.214 -0.260 0.144 -0.161
H 2.808 0.625 0.391 0.130
H 2.482 -1.553 1.944 0.134
H 0.352 -2.323 -1.780 0.125
H 1.657 0.025 -2.045 0.094
C -2.391 0.459 0.793 -0.130
C -2.212 -0.900 1.207 -0.115
C -1.849 -1.674 0.057 -0.131
H -2.472 -1.293 2.191 0.136
C -1.823 -0.783 -1.078 -0.161
C -2.196 0.522 -0.621 -0.198
H -2.423 1.373 -1.263 0.112
H -2.664 1.309 1.417 0.132
H -1.734 -2.760 0.033 0.135
H -1.697 -1.038 -2.131 0.117
Ti -0.107 -0.136 0.338 0.700
N -0.435 1.841 11.353 0.185
C -0.308 1.536 10.229 -0.159
C -0.165 1.151 8.849 -0.210
C -0.808 1.899 7.846 0.005
C -0.680 1.529 6.502 0.011
C 0.050 0.372 6.183 -0.192
C 0.681 -0.384 7.173 0.003
C 0.591 0.013 8.507 0.009
N 0.101 -0.088 4.859 0.001
C 0.385 -1.411 4.486 0.014
C 0.229 -1.466 3.142 -0.146
N 0.005 -0.178 2.637 -0.012
C -0.179 0.611 3.723 -0.043
H -1.419 2.757 8.141 0.135
H -1.155 2.110 5.706 0.111
H 1.266 -1.270 6.911 0.115
H 1.096 -0.567 9.285 0.137
H 0.625 -2.191 5.188 0.130
H 0.223 -2.373 2.551 0.104
H -0.528 1.645 3.721 0.151


59
Properties=species:S:1:pos:R:3:lowdin_spin:R:1 method="wB97M-V/def2-TZVPD" relative_energy_kj_mol=0.0 charge=-1 homo_ev="-4.379 / -4.377" spin_multiplicity=2 homo_lumo_gap_ev="6.615 / 6.792"
Cr 0.047 0.796 0.910 1.044
S 0.382 2.632 2.339 -0.003
C 2.082 2.445 2.703 0.001
C 2.609 2.938 3.906 0.000
C 3.951 2.810 4.213 0.000
C 4.827 2.188 3.328 0.001
C 4.336 1.705 2.127 0.000
C 2.985 1.820 1.831 0.003
S 2.341 1.256 0.273 -0.005
C 2.856 -0.477 0.262 -0.001
C 1.818 -1.350 -0.399 0.001
C 2.234 -2.614 -0.788 -0.001
C 1.311 -3.490 -1.325 0.001
C 0.027 -3.034 -1.533 -0.001
C -0.320 -1.731 -1.185 0.001
C -1.661 -1.224 -1.627 -0.001
S -2.085 0.292 1.404 -0.031
C -1.919 -1.400 1.853 -0.005
C -2.993 -2.282 1.719 -0.001
C -2.866 -3.619 2.058 -0.002
C -1.653 -4.092 2.551 -0.001
C -0.582 -3.226 2.695 -0.002
C -0.693 -1.876 2.349 -0.001
S 0.660 -0.783 2.546 -0.024
N 0.554 -0.916 -0.555 -0.002
H 1.930 3.409 4.605 -0.001
H 4.319 3.193 5.157 0.000
H 5.878 2.090 3.569 0.000
H 5.002 1.237 1.411 0.000
H 2.962 -0.793 1.300 0.000
H 3.809 -0.595 -0.254 0.000
H 3.265 -2.903 -0.638 0.000
H 1.595 -4.499 -1.597 0.000
H -0.720 -3.666 -1.992 0.000
H -2.263 -2.105 -1.863 0.000
H -2.157 -0.711 -0.807 0.000
H -3.931 -1.901 1.333 0.000
H -3.708 -4.291 1.939 0.000
H -1.542 -5.136 2.819 0.000
H 0.367 -3.587 3.075 0.000
S -1.069 3.625 -2.809 0.017
C -0.694 2.689 -1.534 0.013
N -0.431 1.990 -0.637 -0.003
C -2.674 0.586 -5.733 0.000
Ge -2.822 -0.706 -4.270 0.000
C -2.436 -2.517 -4.946 0.000
C -4.648 -0.698 -3.544 0.000
C -1.557 -0.277 -2.841 0.000
H -3.354 0.339 -6.549 0.000
H -1.654 0.603 -6.120 0.000
H -2.902 1.588 -5.368 0.000
H -3.191 -2.835 -5.667 0.000
H -2.424 -3.241 -4.129 0.000
H -1.462 -2.542 -5.436 0.000
H -5.380 -0.894 -4.328 0.000
H -4.870 0.273 -3.098 0.000
H -4.763 -1.460 -2.771 0.000
H -1.736 0.748 -2.529 0.000
H -0.547 -0.284 -3.262 0.000